Entry from the OMol25 dataset: a molecular structure, C43H57CoGeN4OS3SbSi (wB97M-V/def2-TZVPD).

Geometry as XYZ:
```
112
Properties=species:S:1:pos:R:3
Co 0.069 -0.485 0.144
S -1.988 0.267 0.559
C -2.544 -0.841 1.764
C -3.880 -0.647 2.250
N -4.948 -0.450 2.629
C -1.753 -1.812 2.284
S -0.070 -1.888 1.785
C -2.191 -2.754 3.259
N -2.525 -3.535 4.035
N 0.814 2.797 -0.322
N 1.242 1.431 -0.361
H 1.565 3.388 0.016
H 0.048 2.857 0.341
H 2.035 1.264 0.254
H 1.580 1.244 -1.300
C 3.958 2.630 5.323
C 3.050 1.475 4.922
C 3.246 1.057 3.470
C 2.366 -0.112 3.026
Ge 0.496 0.367 2.639
C -0.715 0.700 4.149
C -1.093 -0.334 5.203
C 0.049 -1.246 5.635
C -0.353 -2.169 6.777
H 3.824 2.903 6.370
H 3.754 3.516 4.718
H 5.008 2.367 5.179
H 2.006 1.757 5.091
H 3.238 0.612 5.568
H 4.298 0.790 3.324
H 3.070 1.928 2.824
H 2.370 -0.917 3.764
H 2.749 -0.541 2.097
H 0.538 1.774 2.018
H -1.599 1.188 3.730
H -0.137 1.506 4.623
H -1.929 -0.944 4.857
H -1.474 0.198 6.082
H 0.911 -0.636 5.925
H 0.371 -1.850 4.780
H -0.647 -1.594 7.658
H 0.467 -2.828 7.065
H -1.199 -2.793 6.484
C 0.242 -5.416 -3.838
C 0.591 -5.052 -2.546
C 0.435 -3.736 -2.126
C -0.075 -2.777 -2.995
C -0.434 -3.154 -4.288
C -0.273 -4.465 -4.711
Sb -0.330 -0.756 -2.374
C -2.182 -0.454 -3.372
C -3.349 -0.874 -2.743
C -4.584 -0.668 -3.345
C -4.658 -0.051 -4.587
C -3.493 0.354 -5.226
C -2.261 0.158 -4.619
C 1.056 0.170 -3.693
C 2.025 -0.605 -4.326
C 2.978 -0.008 -5.140
C 2.973 1.367 -5.323
C 2.018 2.147 -4.686
C 1.063 1.554 -3.870
H 0.366 -6.440 -4.165
H 0.988 -5.791 -1.861
H 0.729 -3.457 -1.121
H -0.847 -2.421 -4.974
H -0.553 -4.747 -5.718
H -3.305 -1.352 -1.771
H -5.487 -0.994 -2.845
H -5.620 0.105 -5.059
H -3.545 0.825 -6.201
H -1.358 0.489 -5.121
H 2.037 -1.680 -4.186
H 3.729 -0.619 -5.626
H 3.716 1.832 -5.959
H 2.016 3.221 -4.822
H 0.327 2.162 -3.357
C -5.714 3.105 2.882
C -4.873 3.263 1.647
C -5.243 2.652 0.451
C -4.439 2.737 -0.672
C -3.259 3.464 -0.616
C -2.886 4.102 0.558
C -3.690 3.997 1.683
S -2.068 3.443 -1.944
C -3.182 3.661 -3.335
O -1.578 2.035 -2.046
H -6.680 2.661 2.648
H -5.881 4.065 3.373
H -5.217 2.450 3.602
H -6.152 2.065 0.414
H -4.710 2.194 -1.569
H -1.962 4.669 0.592
H -3.392 4.486 2.604
H -3.865 2.815 -3.396
H -2.559 3.682 -4.227
H -3.719 4.601 -3.222
C 5.188 -1.640 -2.540
Si 4.589 -2.227 -0.869
C 5.707 -1.570 0.482
C 4.548 -4.096 -0.837
C 2.897 -1.604 -0.557
C 1.780 -1.202 -0.274
H 6.198 -2.007 -2.740
H 5.202 -0.550 -2.601
H 4.532 -2.009 -3.331
H 6.735 -1.916 0.352
H 5.360 -1.901 1.463
H 5.716 -0.478 0.480
H 5.543 -4.520 -0.991
H 3.892 -4.473 -1.625
H 4.166 -4.460 0.119
```

Summary:
E_LUMO (spin up / spin down)	-0.17 / -0.35	eV
spin multiplicity	2
molecular weight	1023.5	g/mol
E_HOMO (spin up / spin down)	-7.599 / -8.116	eV
⟨S²⟩	0.771
DFT total energy	-194585.682	eV
gap between HOMO and LUMO (spin up / spin down)	0.273 / 0.286	Eh
maximum force	1.0	eV Å⁻¹
energy relative to the best compared isomer or geometry (same formula, charge and spin)	0.0	kcal/mol